Density functional theory data (ωB97M-V with the def2-TZVPD basis set) for 2 unconnected molecules or ions with the total composition C6H10O.

## Properties
E in eV: -8429.415
ΔE to the lowest compared entry with this formula, charge and spin in kJ/mol: 176.16
Gap between HOMO and LUMO in eV: 10.11

```
17
C6H10O, DFT ωB97M-V with the def2-TZVPD basis set
O 0.79093 -1.48646 1.20971
C 2.14817 0.28643 0.38256
C -1.57056 -0.80402 -1.31289
C 1.32451 1.25791 0.77577
C -1.94722 0.02596 -0.12070
C 1.84369 -1.12347 0.72839
C -1.10736 0.61899 -1.21744
H -0.05230 0.77691 -1.03419
H -2.33416 -1.04614 -2.04502
H -1.47192 -0.22735 0.82350
H 1.47058 2.29610 0.49056
H 3.03180 0.48149 -0.22134
H 2.64011 -1.86139 0.50974
H -0.82883 -1.58179 -1.15029
H 0.44779 1.01624 1.37369
H -2.97683 0.36322 -0.03769
H -1.56125 1.36141 -1.86738
```



Density functional theory data (ωB97M-V with the def2-TZVPD basis set) for 2 unconnected molecules or ions with the total composition ClIO2P at a distorted geometry.

## Properties
Total charge: -1
E in eV: -34011.010
ΔE to the lowest compared entry with this formula, charge and spin in kJ/mol: 126.82
Gap between HOMO and LUMO (alpha / beta) in eV: 6.15 / 6.15

```
5
ClIO2P, DFT ωB97M-V with the def2-TZVPD basis set
I 3.08233 0.28717 -0.00819
Cl -0.25584 -1.85053 0.03258
P -0.65458 0.23606 0.02960
O -1.40438 0.52311 1.26638
O -0.76753 0.80419 -1.32038
```



Density functional theory data (ωB97M-V with the def2-TZVPD basis set) for 2 unconnected molecules or ions with the total composition C9H13NO2S at a distorted geometry.

## Properties
E in eV: -25960.686
ΔE to the lowest compared entry with this formula, charge and spin in kJ/mol: 387.34
Gap between HOMO and LUMO in eV: 7.97

```
26
C9H13NO2S, DFT ωB97M-V with the def2-TZVPD basis set
S 1.37699 -0.74551 2.37538
O 0.83445 0.49558 -0.20267
O -1.69976 1.07281 -1.20354
N 0.91408 -0.94221 -0.25663
C 1.43138 -3.64214 -0.36805
C 0.99594 -2.87724 -1.46619
C -1.31050 2.14025 0.90145
C 0.01029 2.79755 -1.15310
C -1.03737 1.87238 -0.55793
C 1.65571 -2.97627 0.78444
C 1.36856 -1.59284 0.88065
C 0.69750 -1.55561 -1.39880
C -2.37967 1.14236 1.47324
H 1.49257 0.73272 0.44204
H -0.31093 2.24504 1.42167
H -2.38881 0.36217 0.71106
H 0.30418 -1.05529 -2.13276
H 0.69643 2.13234 -1.62033
H 1.96826 -3.50232 1.67531
H -3.40727 1.57835 1.63633
H 0.62843 3.30955 -0.37710
H -2.08693 0.66944 2.43765
H -0.59876 3.23943 -1.91320
H 1.80732 -4.71881 -0.59147
H 0.75121 -3.27653 -2.51129
H -1.71332 3.09481 1.01385
```



Density functional theory data (ωB97M-V with the def2-TZVPD basis set) for C3H6N4O in the gas phase at a distorted geometry.

## Properties
E in eV: -11210.169
ΔE to the lowest compared entry with this formula, charge and spin in kJ/mol: 637.53
Gap between HOMO and LUMO in eV: 9.17

```
14
C3H6N4O, DFT ωB97M-V with the def2-TZVPD basis set
O 1.91624 -2.83035 1.83031
N 0.04781 -1.17598 1.04134
N 2.13287 -2.01549 0.65763
N -0.53898 0.57351 -0.34976
N -0.22660 2.69517 -1.55365
C -0.98782 1.87429 -0.92716
C -0.90374 -0.38904 0.51453
C 1.24688 -1.24813 0.28541
H -2.07921 -0.35199 0.72455
H 0.32491 0.57055 -0.79251
H -1.09064 3.16015 -2.13336
H 0.91206 -2.85154 2.07102
H 1.50026 -0.28870 -0.49028
H -2.25402 2.27756 -0.87805
```